ORCA calculation (wB97M-V/def2-TZVPD) on a structure of composition C38H94KN4O24Y.

The geometry in ORCA input format:
```
! RIJCOSX wB97M-V def2-TZVPD def2/J DEFGRID3
* xyz 2 1
K -5.212 0.845 3.016
Y 2.595 -1.561 -1.424
C -1.305 -0.738 0.366
C -0.082 -0.793 -0.254
C 0.560 0.478 -0.663
O 1.678 0.296 -1.321
C 0.080 1.716 -0.273
C -1.185 1.792 0.330
C -1.852 0.473 0.793
O -2.950 0.563 1.352
O -1.824 2.870 0.409
O 0.538 -1.884 -0.575
H -1.879 -1.679 0.468
H 0.751 2.563 -0.447
C 3.294 4.144 0.305
C 2.363 4.749 -0.656
O 2.304 3.909 -1.775
O 2.931 2.804 0.675
H 3.388 4.712 1.235
H 4.282 4.127 -0.053
H 2.476 5.785 -0.896
H 1.479 4.542 -0.054
H 1.403 4.068 -2.173
H 3.000 2.306 -0.132
C 0.117 -1.934 3.221
C 0.658 -3.127 2.435
O 2.066 -2.964 2.350
O 0.743 -1.849 4.451
H -0.992 -1.958 3.332
H 0.539 -1.134 2.641
H 0.445 -3.125 1.371
H 0.361 -4.139 2.911
H 2.547 -2.929 3.201
H 0.143 -1.577 5.149
C 2.457 1.714 4.278
C 3.172 0.610 3.597
O 2.741 0.518 2.236
O 2.727 2.938 3.641
H 2.792 1.703 5.273
H 1.400 1.479 4.253
H 3.088 -0.365 3.981
H 4.288 0.699 3.558
H 2.985 1.346 1.785
H 2.141 3.678 3.862
C 5.178 -0.904 0.401
C 5.707 -0.057 -0.716
O 4.874 -0.470 -1.860
O 3.809 -0.849 0.473
H 5.602 -0.461 1.296
H 5.641 -1.895 0.498
H 6.744 -0.406 -0.854
H 5.539 1.000 -0.443
H 5.366 -1.037 -2.496
H 3.480 -0.287 1.317
C 4.159 -4.463 -0.257
C 4.384 -4.595 -1.793
O 4.257 -3.271 -2.296
O 2.991 -3.724 -0.057
H 4.986 -4.121 0.321
H 4.030 -5.498 0.054
H 3.589 -5.234 -2.209
H 5.379 -5.049 -2.102
H 4.177 -3.267 -3.276
H 2.879 -3.463 0.875
C -2.230 2.525 -4.010
C -1.605 3.864 -3.918
O -0.588 3.936 -2.896
O -2.614 2.115 -2.711
H -1.501 1.873 -4.518
H -3.197 2.602 -4.594
H -2.312 4.725 -3.667
H -1.116 4.192 -4.849
H -0.824 3.440 -2.121
H -2.720 1.152 -2.623
C 2.056 -1.809 -4.700
C 1.607 -3.256 -4.265
O 1.434 -3.259 -2.833
O 2.918 -1.355 -3.716
H 1.115 -1.250 -4.917
H 2.610 -1.964 -5.659
H 2.153 -4.197 -4.502
H 0.623 -3.505 -4.701
H 0.490 -2.901 -2.808
H 3.178 -0.261 -4.009
C -4.230 4.443 2.374
C -2.926 5.037 2.885
O -1.933 5.092 1.930
O -4.098 2.996 2.187
H -4.624 4.831 1.438
H -5.055 4.654 3.081
H -2.674 4.411 3.725
H -3.110 6.046 3.311
H -1.859 4.300 1.433
H -3.533 2.850 1.351
C -2.106 -2.607 -5.418
C -2.031 -1.753 -4.165
C -3.419 -1.291 -3.732
O -3.264 -0.442 -2.531
C -4.523 -0.152 -1.994
N -1.405 -2.537 -3.021
H -1.131 -2.913 -5.785
H -2.677 -2.089 -6.156
H -2.646 -3.533 -5.298
H -1.437 -0.883 -4.486
H -3.977 -2.201 -3.422
H -4.108 -0.800 -4.480
H -5.205 0.111 -2.750
H -4.459 0.665 -1.288
H -4.917 -1.092 -1.590
H -1.598 -2.015 -2.163
H -1.783 -3.463 -2.944
C -5.140 -2.751 1.035
C -5.769 -2.681 2.434
C -4.651 -2.567 3.488
O -3.722 -3.588 3.680
C -4.246 -4.816 4.129
N -6.615 -1.463 2.495
H -4.535 -1.852 0.859
H -5.928 -2.854 0.263
H -4.478 -3.630 0.926
H -6.334 -3.595 2.698
H -5.191 -2.339 4.382
H -4.060 -1.665 3.141
H -4.745 -4.783 5.114
H -3.294 -5.411 4.204
H -4.975 -5.276 3.456
H -7.248 -1.553 3.276
H -7.125 -1.377 1.578
C 1.604 1.897 -5.650
C 3.070 1.802 -5.283
C 3.803 3.092 -5.177
O 5.159 2.901 -4.823
C 5.825 4.116 -4.559
N 3.290 1.044 -3.999
H 1.055 2.541 -4.976
H 1.231 0.927 -5.543
H 1.623 2.343 -6.680
H 3.544 1.173 -6.112
H 3.431 3.837 -4.422
H 3.771 3.666 -6.103
H 6.781 4.202 -5.108
H 6.020 4.310 -3.454
H 5.260 5.059 -4.770
H 2.687 1.356 -3.197
H 4.244 1.172 -3.585
C -0.787 1.011 5.336
C -2.205 0.495 5.232
C -2.462 -0.576 6.212
O -1.605 -1.676 5.805
C -1.741 -2.938 6.409
N -3.273 1.550 5.398
H -0.567 1.245 6.395
H -0.709 1.938 4.779
H -0.090 0.275 4.958
H -2.446 0.154 4.230
H -3.501 -0.855 6.195
H -2.222 -0.368 7.246
H -0.854 -3.585 6.219
H -2.749 -3.419 6.191
H -1.699 -2.682 7.526
H -3.024 2.254 4.705
H -3.178 1.991 6.313
*
```

Gap between HOMO and LUMO (hartree): 0.271
E_LUMO (Eh): -0.1774
E_tot (eV): -113388.244

Results of the Löwdin charge analysis, in e, for atoms 1 through 2: 0.835, 1.649